{
  "formula": "C4H16O4",
  "method": "ωB97M-V/def2-TZVPD",
  "multiplicity": 1,
  "e_above_lowest_kcal_mol": 33.0,
  "smiles": "C/C=C/C.O.O.O.O",
  "gap_ev": 9.90,
  "energy_ha": -462.90935,
  "species": ["C", "C", "C", "C", "H", "H", "H", "H", "H", "H", "H", "H", "H", "H", "O", "H", "H", "O", "H", "H", "O", "H", "H", "O"],
  "xyz": [[1.55512, 0.86533, -1.36641], [0.53005, 0.19713, -0.84994], [-0.82518, 0.26086, -1.57149], [2.93961, 0.67781, -0.72354], [1.46588, 1.75441, -1.99033], [0.55659, -0.71388, -0.26332], [-0.99209, 1.22169, -2.05215], [-0.93244, -0.54766, -2.30321], [-1.63181, 0.11689, -0.84529], [2.98322, 0.24005, 0.28037], [3.36309, 1.68638, -0.70678], [3.58650, 0.07009, -1.36151], [-0.10446, 0.54792, 2.30729], [-0.04602, -0.43529, 3.32286], [-0.72166, -0.03021, 2.78244], [-0.03868, -3.01101, -1.66685], [-1.44768, -3.04083, -1.10680], [-0.84860, -3.53173, -1.66313], [-1.29868, 2.35467, 1.73591], [-0.62745, 3.39523, 0.87335], [-0.50602, 2.86521, 1.65437], [-2.35257, -0.90541, 1.80877], [-1.94606, -2.22956, 2.08547], [-2.66065, -1.80809, 1.61991]],
  "atomic_forces_ev_per_a": [[1.291, -0.392, 2.856], [-1.838, -0.430, -2.996], [-0.079, 0.149, 1.056], [-0.027, 0.664, -0.995], [-0.310, -0.516, -0.258], [0.810, 0.306, 0.613], [0.077, 0.019, -0.188], [0.146, 0.153, 0.039], [-0.075, 0.022, -0.090], [-0.459, 0.150, -0.256], [0.393, -0.228, 0.320], [0.033, 0.067, -0.053], [-0.581, 0.450, -0.515], [-0.167, -0.737, 0.817], [0.872, 0.492, -0.352], [-0.025, -0.047, -0.033], [-0.399, 0.246, 0.349], [0.397, -0.151, -0.259], [-0.820, -0.389, 0.130], [-0.012, 0.273, -0.466], [0.792, 0.033, 0.390], [-0.501, 0.036, -0.285], [0.322, -0.984, 0.241], [0.161, 0.816, -0.062]],
  "nbo_charge": [-0.173, -0.201, -0.646, -0.644, 0.201, 0.190, 0.206, 0.220, 0.206, 0.212, 0.211, 0.213, 0.486, 0.474, -0.958, 0.464, 0.476, -0.937, 0.471, 0.474, -0.943, 0.481, 0.460, -0.943]
}

---

{
  "formula": "C5H13NO",
  "method": "ωB97M-V/def2-TZVPD",
  "multiplicity": 1,
  "e_above_lowest_kcal_mol": 5.1,
  "smiles": "CC(N)=O.CCC",
  "gap_ev": 10.78,
  "energy_ha": -328.31076,
  "species": ["C", "C", "O", "N", "H", "H", "H", "H", "H", "C", "C", "C", "H", "H", "H", "H", "H", "H", "H", "H"],
  "xyz": [[-0.78540, -2.31744, 1.83782], [0.56478, -1.72382, 2.09699], [1.60555, -2.00653, 1.55026], [0.53689, -0.68824, 3.02000], [-0.71150, -3.41226, 1.85878], [-1.15948, -2.13257, 0.83003], [1.41160, -0.39630, 3.42348], [-0.26647, -0.61914, 3.62015], [-1.56931, -1.98337, 2.51829], [0.11210, 1.89761, -2.19811], [1.22923, 1.12001, -1.49034], [-1.26371, 1.28510, -2.05426], [0.18888, 2.92076, -1.89053], [0.40073, 1.89369, -3.25049], [1.15371, 0.04384, -1.61482], [1.25330, 1.27768, -0.40967], [-2.04045, 2.00156, -2.28569], [-1.36677, 0.43246, -2.71287], [2.20240, 1.50735, -1.78611], [-1.49610, 0.89960, -1.06291]],
  "atomic_forces_ev_per_a": [[-0.556, -1.024, -0.526], [0.384, 1.452, 0.585], [-0.216, -0.582, -0.296], [-0.354, -0.444, 0.042], [0.053, 0.217, 0.295], [0.343, 0.373, -0.089], [0.098, -0.010, -0.179], [0.030, 0.088, 0.034], [0.217, -0.050, 0.111], [1.025, -0.974, -0.181], [-0.004, 0.426, 0.705], [-0.199, 0.009, 0.229], [-0.331, 0.674, 0.318], [-0.266, 0.126, -0.187], [0.158, -0.111, -0.354], [-0.459, 0.034, 0.127], [-0.255, 0.137, -0.233], [-0.056, -0.173, -0.296], [0.127, -0.319, -0.406], [0.261, 0.153, 0.301]],
  "nbo_charge": [-0.726, 0.673, -0.598, -0.829, 0.244, 0.247, 0.398, 0.379, 0.212, -0.398, -0.604, -0.608, 0.196, 0.192, 0.206, 0.200, 0.208, 0.203, 0.206, 0.199]
}

---

{
  "formula": "C17H34Br14O",
  "method": "ωB97M-V/def2-TZVPD",
  "multiplicity": 1,
  "e_above_lowest_kcal_mol": 12.9,
  "smiles": "CC(C)=O.BrCCBr.BrCCBr.BrCCBr.BrCCBr.BrCCBr.BrCCBr.BrCCBr",
  "gap_ev": 10.01,
  "energy_ha": -36779.58964,
  "species": ["C", "C", "O", "C", "H", "H", "H", "H", "H", "H", "Br", "C", "C", "Br", "H", "H", "H", "H", "Br", "C", "C", "Br", "H", "H", "H", "H", "Br", "C", "C", "Br", "H", "H", "H", "H", "Br", "C", "C", "Br", "H", "H", "H", "H", "Br", "C", "C", "Br", "H", "H", "H", "H", "Br", "C", "C", "Br", "H", "H", "H", "H", "Br", "C", "C", "Br", "H", "H", "H", "H"],
  "xyz": [[-10.89682, -1.11075, 14.54504], [-10.48044, 0.09202, 13.74754], [-10.56742, 1.19073, 14.24343], [-9.83297, -0.01794, 12.38137], [-11.52049, -1.74082, 13.88403], [-11.46486, -0.79014, 15.41741], [-10.08740, -1.80730, 14.75823], [-8.74896, -0.14489, 12.58578], [-10.09999, 0.89472, 11.82587], [-10.13804, -0.83970, 11.72619], [-6.07255, 2.33552, 10.96330], [-7.53442, 3.27537, 11.89987], [-8.61707, 3.66447, 10.90535], [-8.14322, 5.08769, 9.70470], [-7.02406, 4.11148, 12.35613], [-7.96596, 2.57969, 12.60454], [-9.49890, 3.89036, 11.50455], [-8.97470, 2.88262, 10.25403], [-9.74178, 5.41180, 14.03451], [-10.92544, 4.59968, 15.36893], [-12.06502, 5.55984, 15.57149], [-13.29020, 4.63959, 16.77217], [-10.28514, 4.57278, 16.26196], [-11.12966, 3.59691, 15.01777], [-12.62063, 5.64339, 14.66505], [-11.89323, 6.51609, 16.09014], [-8.70264, 3.83669, 18.42049], [-7.60593, 2.59762, 17.25075], [-6.84786, 3.50195, 16.29544], [-5.87139, 2.30352, 15.07912], [-8.31953, 1.98280, 16.67579], [-6.92571, 2.11951, 17.88115], [-6.21999, 4.22041, 16.74573], [-7.51993, 3.97220, 15.60817], [-13.55209, -0.33023, 12.02847], [-13.84098, 1.59314, 11.58050], [-13.45020, 2.45927, 12.75693], [-13.36256, 4.32811, 12.06826], [-14.90398, 1.75903, 11.35298], [-13.25491, 1.78133, 10.69110], [-12.41487, 2.26291, 13.04226], [-14.12592, 2.46643, 13.57962], [-14.59619, 8.27851, 14.39306], [-15.98791, 7.10840, 15.01333], [-16.66746, 6.30989, 13.95620], [-17.43524, 7.42334, 12.58345], [-16.69582, 7.78001, 15.47142], [-15.55300, 6.39350, 15.73687], [-17.46754, 5.71914, 14.44797], [-16.02230, 5.55740, 13.46432], [-17.17586, 2.51325, 19.36759], [-16.52561, 4.28925, 19.40170], [-17.28828, 5.24890, 18.49620], [-16.77354, 7.11803, 18.74743], [-15.44779, 4.24636, 19.17719], [-16.60458, 4.58405, 20.46251], [-18.33668, 5.18295, 18.72743], [-17.00966, 5.07611, 17.44836], [-12.78656, 8.75466, 18.39810], [-12.44930, 7.67316, 19.95863], [-11.36382, 6.67770, 19.84950], [-9.59671, 7.56414, 20.00602], [-13.41317, 7.16352, 20.09954], [-12.31499, 8.42923, 20.72095], [-11.31866, 6.14850, 18.90450], [-11.48015, 5.97471, 20.67957]],
  "atomic_forces_ev_per_a": [[-0.655, -0.702, -1.119], [0.515, -0.301, 0.110], [-0.260, 0.691, 0.167], [-0.086, -0.212, -0.234], [-0.131, 0.343, 0.312], [0.249, -0.189, 0.012], [0.366, 0.367, 0.334], [-0.446, 0.410, -0.394], [0.637, -0.116, 0.312], [-0.098, -0.186, 0.516], [-0.207, -0.029, 0.247], [0.181, -0.357, -1.490], [-0.371, -0.195, 0.708], [-0.011, 0.270, 0.146], [-0.306, 0.155, 0.245], [0.149, -0.073, 0.346], [0.003, 0.768, -0.091], [0.482, -0.589, -0.076], [0.109, 0.005, -0.186], [1.438, 1.046, 0.712], [-0.333, -0.635, 0.462], [-0.536, -0.255, 0.447], [-0.387, -0.285, -0.268], [-0.466, 0.030, -0.020], [-0.337, 0.559, -0.547], [0.429, -0.446, -0.627], [0.521, -0.688, -0.402], [-1.302, 2.013, -1.164], [-1.041, -1.410, -0.775], [0.262, 0.168, 0.232], [0.452, 0.067, 0.699], [0.587, -1.124, 1.056], [0.904, 0.473, 0.498], [-0.429, 0.527, -0.134], [-0.275, 0.777, -0.148], [-0.789, -0.141, 0.394], [1.422, 0.439, -1.295], [-0.186, -0.386, 0.291], [0.379, -0.454, -0.029], [0.183, 0.008, 0.052], [-0.311, -0.034, 0.304], [-0.425, -0.159, 0.501], [0.479, -0.036, -0.124], [0.172, -0.396, 0.499], [-0.134, -1.300, -0.277], [-0.231, -0.097, -0.112], [-0.165, -0.021, 0.409], [-0.123, 0.616, -0.154], [0.179, 0.527, -0.373], [-0.097, 0.664, 0.160], [-0.454, -0.812, -0.360], [1.102, 1.392, 1.000], [0.867, -0.382, -0.198], [0.117, -0.217, 0.274], [-0.499, 0.105, -0.127], [-0.051, 0.090, -0.566], [-0.381, 0.039, -0.366], [-0.606, -0.205, 0.324], [0.177, 0.082, -0.645], [-1.477, 0.387, -0.120], [1.019, 0.045, 0.255], [-0.453, -0.390, 0.013], [0.338, 0.064, 0.170], [0.182, -0.319, 0.397], [-0.222, -0.048, -0.023], [0.381, 0.061, -0.157]],
  "nbo_charge": [-0.726, 0.617, -0.596, -0.730, 0.234, 0.242, 0.242, 0.249, 0.230, 0.233, -0.045, -0.423, -0.482, 0.011, 0.237, 0.232, 0.237, 0.225, -0.038, -0.452, -0.436, -0.060, 0.238, 0.251, 0.238, 0.254, -0.064, -0.387, -0.428, -0.026, 0.238, 0.220, 0.228, 0.227, -0.039, -0.421, -0.423, -0.038, 0.230, 0.232, 0.239, 0.230, 0.005, -0.473, -0.468, 0.007, 0.231, 0.236, 0.227, 0.231, 0.028, -0.488, -0.438, -0.008, 0.228, 0.229, 0.230, 0.222, -0.008, -0.467, -0.429, -0.031, 0.234, 0.238, 0.232, 0.232]
}